No. 1
The following is a quantum chemistry calculation of a molecular structure, C6H14FO3Sm at a distorted geometry, from the Open Molecules 2025 dataset.

<S²> ... 12.007
Spin multiplicity ... 7
HOMO-LUMO gap (spin up / spin down) ... 3.2 / 3.2 eV
Largest force on an atom ... 2.17 eV/Å
E_tot ... -1220.1501 hartree
Charge ... +1

The geometry in XYZ format:
```
25
Properties=species:S:1:pos:R:3:lowdin_spin:R:1
F -2.13 -3.30 -3.05 -0.0002
C -3.13 1.26 -0.07 0.0004
O -1.87 0.64 -0.27 -0.0130
C -1.65 0.19 -1.61 -0.0004
C -0.49 -0.76 -1.58 0.0001
O 0.59 -0.14 -0.78 -0.0107
C 1.61 -1.03 -0.36 0.0001
C 2.43 -0.32 0.70 0.0006
O 1.51 0.23 1.64 -0.0120
C 2.11 0.69 2.84 0.0006
Sm -0.08 1.50 0.71 6.0337
H -3.00 2.05 0.68 0.0002
H -3.49 1.71 -1.01 0.0000
H -3.86 0.52 0.29 0.0000
H -1.43 1.07 -2.25 0.0002
H -2.55 -0.34 -1.99 -0.0002
H -0.10 -0.92 -2.59 -0.0001
H -0.78 -1.68 -1.04 0.0000
H 2.25 -1.32 -1.21 -0.0002
H 1.14 -1.93 0.07 0.0000
H 3.04 0.49 0.27 0.0004
H 3.10 -1.04 1.19 0.0000
H 1.36 1.27 3.38 0.0003
H 2.43 -0.17 3.45 0.0000
H 2.98 1.32 2.61 0.0001
```



No. 2
The following is a quantum chemistry calculation of 2 unconnected molecules or ions with the total composition C5H12N2 at a distorted geometry, from the Open Molecules 2025 dataset.

HOMO-LUMO gap ... 8.5 eV
Largest force on an atom ... 1.89 eV/Å
E_tot ... -307.0298 hartree
Energy relative to the best compared isomer or geometry (same formula, charge and spin) ... 5.429 eV

The geometry in XYZ format:
```
19
Properties=species:S:1:pos:R:3:lowdin_charge:R:1
C 0.11 -0.20 -1.60 -0.1292
C 2.38 -0.02 -0.25 -0.0666
C -1.75 0.12 1.21 -0.0891
C -1.27 0.15 -1.52 -0.1572
N 0.95 -0.22 -0.04 -0.0977
C 0.45 -0.18 1.12 -0.3271
N 0.76 -0.29 2.32 0.1139
H 0.09 -0.01 3.03 0.0452
H 0.35 -1.22 -1.88 0.1033
H 0.75 0.52 -2.09 0.0947
H 2.92 -0.28 0.65 0.0840
H 2.72 -0.66 -1.07 0.0833
H 2.59 1.02 -0.51 0.0884
H -2.78 0.18 0.84 0.0308
H -1.52 1.03 1.77 0.0217
H -1.77 -0.74 1.86 0.0201
H -1.44 0.24 -0.20 0.0341
H -1.54 1.16 -1.82 0.0729
H -1.99 -0.61 -1.81 0.0746
```



No. 3
The following is a quantum chemistry calculation of a molecular structure, C13H16AsBrKN3O2S, from the Open Molecules 2025 dataset.

HOMO-LUMO gap ... 7.3 eV
Largest force on an atom ... 0.45 eV/Å
E_tot ... -6627.6778 hartree
Energy relative to the best compared isomer or geometry (same formula, charge and spin) ... 0.412 eV

The geometry in XYZ format:
```
38
Properties=species:S:1:pos:R:3:lowdin_charge:R:1
K -1.48 -0.64 0.31 0.6147
Br -2.46 2.24 -2.38 0.6915
C -3.90 0.99 -2.15 -0.7342
C -5.07 1.21 -2.87 -0.1156
C -6.09 0.30 -2.66 -0.0524
C -5.89 -0.75 -1.77 0.0022
C -4.68 -0.88 -1.13 -0.1679
N -3.69 0.00 -1.33 0.0320
C -4.43 -2.04 -0.15 -0.6753
O -5.44 -2.67 0.18 0.0083
O -3.24 -2.20 0.21 -0.2129
H -5.16 2.05 -3.54 0.0947
H -7.03 0.41 -3.19 0.1094
H -6.66 -1.48 -1.56 0.1171
S 0.61 -2.41 2.13 0.6301
C 2.08 -1.79 2.57 -0.8710
N 3.22 -2.51 2.29 0.0526
C 4.47 -2.13 2.63 -0.0619
C 4.64 -0.96 3.30 -0.0425
C 3.44 -0.25 3.60 -0.1189
N 2.24 -0.62 3.27 0.0691
H 3.07 -3.38 1.80 0.1362
H 5.26 -2.80 2.33 0.1331
H 5.61 -0.61 3.60 0.1040
H 3.52 0.69 4.13 0.1188
C 1.63 2.53 -2.09 -0.3431
As 1.22 1.11 -0.82 1.0118
C 1.67 2.06 0.84 -0.3277
C 2.84 0.02 -0.97 -0.3344
H 2.64 2.93 -1.97 0.0268
H 0.90 3.33 -1.95 0.0107
H 1.52 2.13 -3.10 0.0194
H 2.71 2.38 0.83 0.0238
H 1.48 1.41 1.69 -0.0071
H 1.02 2.93 0.92 0.0208
H 3.73 0.58 -0.69 0.0235
H 2.95 -0.32 -2.00 0.0204
H 2.73 -0.85 -0.33 -0.0060
```



No. 4
The following is a quantum chemistry calculation of a molecular structure, C46H52BF3N6O2S3SbSn at a distorted geometry, from the Open Molecules 2025 dataset.

HOMO-LUMO gap ... 5.7 eV
Largest force on an atom ... 2.12 eV/Å
E_tot ... -4235.8216 hartree
Charge ... +3
Energy relative to the best compared isomer or geometry (same formula, charge and spin) ... 1.854 eV

The geometry in XYZ format:
```
115
Properties=species:S:1:pos:R:3:lowdin_charge:R:1
Sn -1.67 -1.48 -1.32 0.7734
C 2.14 -4.61 -0.22 -0.0361
C 2.27 -3.33 0.51 -0.2116
C 3.49 -2.89 0.98 0.1237
C 3.59 -1.64 1.62 -0.1583
N 2.52 -0.90 1.78 0.2037
N 1.33 -1.31 1.37 0.0529
B 0.30 -0.27 1.76 -0.7005
N -1.13 -0.56 1.97 0.1432
N -0.38 -0.45 3.08 0.2630
C -0.85 -0.58 4.29 -0.0802
C -2.25 -0.82 4.37 0.1326
C -3.06 -0.87 3.27 -0.1876
C -4.52 -1.09 3.33 -0.0332
C -2.45 -0.71 1.96 -0.5992
S -3.35 -0.69 0.54 0.7613
C 0.06 -0.47 5.49 -0.5179
C 1.49 -0.19 5.03 -0.0385
C -0.01 -1.80 6.26 -0.0048
C -0.46 0.67 6.38 -0.0025
N 0.68 1.13 1.33 0.0517
N 1.03 1.95 2.32 0.1995
C 1.43 3.18 2.06 -0.1662
C 1.43 3.66 0.73 0.1152
C 1.06 2.84 -0.31 -0.2233
C 1.06 3.29 -1.72 -0.0489
C 0.69 1.50 0.03 -0.5482
S 0.34 0.41 -1.23 0.6848
C 1.90 4.01 3.23 -0.5353
C 3.21 3.38 3.73 -0.0178
C 0.87 3.96 4.37 -0.0256
C 2.14 5.46 2.83 -0.0405
C 1.14 -2.49 0.74 -0.5224
S -0.44 -3.05 0.30 0.7646
C 4.90 -1.04 2.08 -0.5363
C 4.83 -0.68 3.57 -0.0232
C 5.08 0.26 1.27 -0.0233
C 6.08 -1.98 1.85 -0.0391
H 3.08 -4.89 -0.68 0.1042
H 1.35 -4.55 -0.97 0.0670
H 1.86 -5.40 0.48 0.1156
H 4.36 -3.50 0.83 0.1335
H -2.68 -0.96 5.35 0.1460
H -4.88 -1.15 4.35 0.1056
H -4.77 -2.01 2.80 0.1106
H -5.04 -0.29 2.80 0.0980
H 1.89 -1.04 4.47 0.0791
H 2.13 -0.02 5.89 0.1107
H 1.52 0.69 4.39 0.0493
H 0.22 -2.64 5.62 0.0975
H -0.98 -1.96 6.71 0.0912
H 0.73 -1.77 7.06 0.1077
H -0.57 1.59 5.81 0.0803
H 0.26 0.85 7.17 0.1091
H -1.41 0.43 6.83 0.0925
H 1.72 4.67 0.52 0.1286
H 1.20 4.37 -1.78 0.1012
H 0.13 3.02 -2.22 0.0681
H 1.87 2.80 -2.26 0.1016
H 3.03 2.38 4.11 0.0614
H 3.61 3.99 4.54 0.1024
H 3.96 3.33 2.94 0.0906
H 0.76 2.95 4.74 0.0468
H -0.10 4.34 4.04 0.0976
H 1.22 4.59 5.18 0.1019
H 2.97 5.56 2.12 0.0943
H 2.40 6.03 3.71 0.1007
H 1.25 5.91 2.40 0.0977
H 4.00 0.00 3.77 0.0530
H 5.76 -0.18 3.86 0.1028
H 4.72 -1.57 4.19 0.0977
H 4.30 0.97 1.54 0.0646
H 5.04 0.07 0.20 0.0945
H 6.05 0.69 1.51 0.1009
H 5.97 -2.90 2.42 0.0980
H 7.00 -1.49 2.18 0.1028
H 6.20 -2.22 0.80 0.0936
O -1.41 -3.52 -2.85 -0.1401
C -2.51 -3.89 -2.43 -0.5673
O -3.22 -3.18 -1.67 -0.1659
H -2.92 -4.87 -2.73 0.1693
F -7.82 1.83 -6.26 0.1260
C -6.73 1.28 -5.77 -0.2543
C -5.66 1.01 -6.62 0.0347
C -4.51 0.45 -6.10 -0.1219
C -4.45 0.17 -4.74 -0.3694
C -5.50 0.44 -3.89 -0.1027
C -6.66 1.00 -4.41 0.0238
Sb -2.49 -0.61 -4.20 1.6512
C -2.23 -2.39 -5.34 -0.3783
C -0.96 -2.91 -5.60 -0.1198
C -0.85 -4.13 -6.23 0.0304
C -2.01 -4.82 -6.58 -0.2482
F -1.90 -6.02 -7.12 0.1281
C -3.27 -4.30 -6.34 0.0313
C -3.38 -3.09 -5.69 -0.1108
C -1.28 1.10 -4.74 -0.3698
C 0.01 0.97 -5.21 -0.1122
C 0.70 2.09 -5.64 0.0193
C 0.08 3.33 -5.58 -0.2649
F 0.74 4.40 -5.98 0.1194
C -1.22 3.47 -5.10 0.0191
C -1.89 2.35 -4.66 -0.1190
H -5.74 1.24 -7.67 0.1368
H -3.68 0.24 -6.75 0.1116
H -5.45 0.21 -2.84 0.1051
H -7.51 1.22 -3.79 0.1333
H -0.07 -2.38 -5.28 0.1029
H 0.11 -4.58 -6.41 0.1344
H -4.15 -4.85 -6.65 0.1368
H -4.36 -2.68 -5.45 0.1101
H 0.48 0.00 -5.27 0.0989
H 1.71 2.02 -6.03 0.1342
H -1.68 4.45 -5.10 0.1345
H -2.90 2.45 -4.27 0.1057
```